This record from the Open Molecules 2025 dataset describes a structure of composition C50H67FN5S3SbTi in a non-equilibrium geometry. The level of theory is ωB97M-V with the def2-TZVPD basis set.

HOMO-LUMO gap (spin up / spin down), eV: 5.56 / 5.55
HOMO energy (spin up / spin down), eV: -6.3496 / -6.3496
ΔE to the lowest compared entry with this formula, charge and spin, kJ/mol: 297.2
Calculated total energy, Eh: -4603.32898

```
128
C50H67FN5S3SbTi (ωB97M-V with the def2-TZVPD basis set)
C -3.45 0.26 -0.30
H -4.28 3.19 -1.23
S -2.81 -2.00 1.13
C 1.00 -4.59 2.22
H -3.93 5.71 1.50
S -5.48 -3.44 -0.64
C -3.94 -3.28 1.76
H 0.06 -4.03 2.31
H 5.21 0.50 0.56
F 0.91 1.22 1.01
H -4.90 -1.19 0.34
H -4.98 4.63 -0.49
C 1.82 -2.16 -1.84
H -0.48 -4.02 0.14
H -2.60 0.80 0.14
H -1.82 1.91 5.36
Sb 2.01 -1.74 1.73
C -1.40 -4.18 -3.60
H -5.18 -4.92 1.16
H -4.40 -3.65 -2.74
C 3.23 -2.79 4.50
C -2.73 0.32 4.19
H 3.47 0.75 0.46
C -0.73 -3.08 -3.09
H -4.74 -2.76 2.30
H -2.03 0.40 6.25
N -1.61 1.84 1.71
H 4.02 -4.11 0.55
C 1.26 2.15 -1.65
H -3.36 -3.87 2.47
H -3.70 -4.77 0.20
C 4.25 0.27 1.04
H -3.43 1.44 5.93
C 4.08 -1.25 1.14
C -4.50 -4.21 0.69
H 1.59 -3.89 0.28
H 4.15 -1.69 0.14
C -5.10 3.06 1.86
H -1.58 -6.03 -0.78
C -4.83 1.38 3.53
H 4.27 -2.53 4.32
C 3.33 -4.60 1.24
C -0.73 -4.07 -0.91
H -3.25 -3.25 -1.47
H -5.73 3.79 1.37
H 5.06 -2.89 2.22
H 3.19 -5.63 0.89
H -0.58 0.36 3.90
H 5.39 -2.24 -3.40
H 3.81 -4.65 2.22
H -2.52 6.00 0.47
C -3.76 2.95 1.52
H -3.52 4.77 -1.45
H -1.44 -0.61 2.70
H 5.25 -1.30 2.97
H -1.25 -1.21 4.35
C -1.42 -0.31 3.74
H -4.27 -0.17 1.64
H 2.81 2.70 1.93
C -1.70 -5.25 -2.77
H 2.55 -0.28 5.48
H -1.66 -4.21 -4.65
Ti 0.35 -0.19 -0.48
C 2.36 -3.35 -2.34
H -2.32 5.22 2.04
H 4.26 0.72 2.04
C 0.39 4.23 3.74
C -1.37 -5.19 -1.43
N 0.01 1.58 -1.48
H -5.15 -1.02 -2.01
H 0.76 -5.58 1.84
H 3.09 -2.83 5.59
H 3.06 -3.79 4.11
C 1.99 -3.89 1.29
H -6.70 2.33 3.10
C 1.68 3.97 3.27
C -2.92 2.02 2.18
S -2.82 -0.51 -1.83
H 6.15 -1.70 1.51
N 1.95 0.10 -1.42
C 3.89 -1.02 -2.48
C -0.72 3.55 3.27
H 0.38 5.38 -2.20
H -1.89 4.28 -2.13
H 2.40 3.94 -1.93
C 0.29 4.31 -2.02
C 5.19 -1.83 2.02
C 2.27 -1.76 3.92
H -0.44 -2.25 -3.73
C -4.25 -1.53 -2.34
C -2.49 1.06 5.52
H 4.45 -0.09 -2.53
H 3.64 -0.09 4.10
C 2.61 -0.35 4.39
H 1.26 -2.01 4.25
H 1.40 -4.70 3.22
C 3.63 -3.37 -2.88
C 1.40 3.55 -1.87
C -0.61 2.54 2.26
H -2.04 1.91 -1.63
H 1.77 -4.26 -2.31
H 2.53 4.53 3.63
N 0.53 -1.99 -1.31
C -0.98 3.71 -1.96
H -2.20 3.54 0.21
H -2.19 -6.13 -3.17
H -3.42 -0.50 4.40
C -5.65 2.25 2.85
H 4.03 -4.31 -3.25
H 0.25 4.99 4.51
C -0.36 -3.02 -1.74
H 1.95 0.41 3.97
H -4.21 -1.48 -3.43
C -1.07 2.38 -1.68
C -3.18 3.93 0.51
C -3.47 1.25 3.24
C -4.02 -0.70 0.72
C 1.84 2.97 2.32
C -4.04 4.13 -0.74
H -5.24 0.77 4.33
C 2.62 -1.00 -1.91
C 0.72 2.31 1.88
H -1.70 3.77 3.66
H -4.21 0.98 -0.57
N 2.32 1.35 -1.69
C 4.40 -2.21 -2.96
C -2.97 5.30 1.17
C -4.22 -3.00 -1.89
```



This record from the Open Molecules 2025 dataset describes a cluster of 12 separate species, C50H68F16O32 in total in a non-equilibrium geometry. The level of theory is ωB97M-V with the def2-TZVPD basis set.

HOMO-LUMO gap, eV: 10.49
HOMO energy, eV: -10.5939
ΔE to the lowest compared entry with this formula, charge and spin, kJ/mol: 0.0
Calculated total energy, Eh: -5951.74535
SMILES: FC(F)C(F)(F)COC(F)(F)C(F)F.FC(F)C(F)(F)COC(F)(F)C(F)F.C[C@H]1COC(=O)O1.C[C@H]1COC(=O)O1.C[C@H]1COC(=O)O1.C[C@H]1COC(=O)O1.C[C@H]1COC(=O)O1.C[C@H]1COC(=O)O1.C[C@H]1COC(=O)O1.C[C@H]1COC(=O)O1.C[C@H]1COC(=O)O1.C[C@H]1COC(=O)O1

```
166
C50H68F16O32 (ωB97M-V with the def2-TZVPD basis set)
C 1.75 5.40 -0.35
C -2.70 -1.67 2.90
H -6.85 -3.07 -4.58
H 4.58 -0.45 6.25
H 5.24 2.27 1.79
H 0.48 -3.08 3.60
C -1.68 -2.31 -3.74
C 2.87 -4.19 1.99
O 2.18 1.89 -4.96
O 1.98 1.41 1.26
O 5.72 -1.20 -1.54
O 0.79 1.25 5.98
O 0.58 -6.38 -1.86
C 3.24 1.36 -4.16
O -0.62 5.78 -0.28
H -0.01 3.31 -2.06
O -1.52 -1.70 3.02
C 4.00 -0.69 3.72
O -2.23 -1.14 -4.04
H -0.09 -5.41 0.90
H -5.38 -1.15 1.40
F -4.84 0.32 -1.22
H 3.60 3.15 1.87
O 4.76 6.17 1.27
F 0.61 5.32 3.65
C -1.65 4.92 -0.17
C 1.59 2.86 -4.25
H -0.94 0.38 -5.49
O 3.43 7.15 2.78
C 4.12 2.33 -1.89
H 0.18 -0.12 -1.94
F -4.85 -1.79 -3.06
C -5.61 -0.47 3.94
F -9.20 -3.46 -3.18
H 0.28 -4.83 2.98
H 3.45 -0.51 2.80
O -2.76 5.23 0.12
H -1.91 1.09 -1.13
C 1.23 0.77 0.61
C -4.87 -1.73 3.52
O 2.34 3.22 -3.19
H -2.41 -0.57 -1.21
F -2.52 1.52 2.61
H 4.30 0.14 0.54
C 3.10 -1.04 4.87
H 4.69 -3.32 0.47
H 2.50 4.83 -0.90
C -0.25 -4.35 0.67
H -0.84 -1.97 -6.51
H 5.11 1.89 -1.78
H 6.65 5.29 1.14
C 0.44 -0.64 -1.01
C 0.03 3.71 -1.05
C -9.67 -2.40 -3.89
F -4.36 2.42 4.23
O -0.28 3.53 4.58
C -2.48 -1.02 -5.44
C 5.30 4.29 2.52
F 1.86 3.53 3.86
H -0.90 -1.22 0.66
H 1.59 -3.89 -1.97
H 2.77 -2.08 4.80
O -1.27 3.67 -0.50
C 4.14 6.25 2.48
H -6.65 -0.43 3.62
H -2.46 1.13 -5.54
H 4.75 -1.45 3.53
C 0.90 4.25 4.41
O 2.66 0.25 6.77
H 4.30 3.21 -3.85
F -1.89 1.38 4.65
C -5.98 -0.33 -1.56
H 1.75 5.09 0.69
C -4.81 -1.86 1.98
C 1.50 -4.38 -2.93
H -5.16 0.37 3.41
C 1.71 0.49 5.87
H -0.90 3.68 2.56
O 1.57 -0.12 -0.35
O 4.05 -4.34 1.89
H 0.76 3.19 -0.43
F -10.92 -2.64 -4.31
H -0.09 2.19 3.14
C -8.66 -2.01 -4.97
H -6.61 -1.58 -5.34
H -5.41 -2.60 3.89
C 0.82 -3.88 2.95
H 5.29 4.44 0.33
H 0.54 -1.70 -1.23
C 4.88 -1.97 -2.21
C 0.75 -3.49 1.45
F -3.57 4.25 3.29
H 3.64 -1.88 0.49
C -7.21 -2.04 -4.55
O -3.54 -1.56 3.94
H -3.08 3.72 5.09
H 4.16 3.30 -1.39
C -5.86 -0.89 -2.96
H -3.56 -1.01 -5.59
O 4.79 -1.98 -3.41
C -1.77 -2.25 -6.01
F -6.25 -1.28 -0.64
O 1.31 -8.48 -1.85
O 0.52 3.35 -4.49
H 2.04 6.45 -0.31
O 4.07 -2.65 -1.41
H 0.47 5.49 -2.12
O -3.39 -1.73 1.73
H 4.12 1.17 -4.77
H -2.69 0.39 0.26
C 0.43 5.19 -1.07
O -1.50 -2.70 -2.62
O 2.20 -4.19 3.13
O 0.53 -7.54 -3.75
H 1.22 -3.70 -3.73
H 0.57 -2.44 1.23
C -1.92 0.29 -5.98
C 5.60 5.00 1.21
H 6.60 -1.83 0.24
C -1.98 0.18 -0.54
H -0.01 -4.33 -0.40
C 3.61 2.57 -3.29
H 1.43 3.82 6.47
F 0.21 5.41 6.40
C -0.68 -0.37 0.01
H 5.57 -0.09 1.53
H 3.02 0.46 -3.58
H 4.51 0.28 3.83
O -0.12 0.76 0.71
H 2.43 -4.93 -3.12
C 0.81 -7.58 -2.44
C 4.58 2.96 2.30
H 5.96 0.76 0.01
O -1.26 -2.94 -4.84
C -0.82 2.97 3.38
H -1.31 -4.12 0.76
C 0.11 -6.22 -4.15
F -8.95 -0.77 -5.43
C -3.26 3.24 4.13
H 0.82 -5.91 -4.91
H 4.39 2.49 3.27
F -8.85 -2.89 -5.99
H 3.34 -1.69 6.88
F 2.35 5.48 5.91
H -2.41 -2.90 -6.59
C 5.64 -1.44 -0.11
H -5.06 -2.90 1.77
C 4.42 -2.40 -0.06
F -5.65 0.06 -3.89
H 6.16 4.16 3.18
H -0.94 -6.20 -4.43
H -0.61 -4.91 -2.65
H -1.83 0.36 -7.06
C 5.37 -0.03 0.45
C 0.34 -5.40 -2.86
H -6.78 0.41 -1.51
H -5.60 -0.27 5.00
C 3.55 -0.78 6.33
C -2.14 2.28 3.65
H -9.74 -1.59 -3.16
O 1.93 -0.22 4.77
O 4.43 5.20 3.22
C 1.22 4.70 5.85
O -7.04 -1.54 -3.25
O 2.02 -3.96 0.97
H 3.40 1.74 -1.32
```



This record from the Open Molecules 2025 dataset describes a cluster of 7 separate species, C50H71BrClF7N13O3S2 in total in a non-equilibrium geometry. The level of theory is ωB97M-V with the def2-TZVPD basis set.

HOMO-LUMO gap, eV: 5.92
HOMO energy, eV: -8.8451
Calculated total energy, Eh: -7414.64582
Total charge: +1

```
148
C50H71BrClF7N13O3S2 (ωB97M-V with the def2-TZVPD basis set)
C 5.94 10.78 -4.16
C -0.19 -2.47 -4.49
C 5.28 9.94 -2.18
H 3.78 -5.41 1.06
S 1.19 -0.40 -0.88
H 1.68 13.19 -6.17
H -8.11 -3.63 3.01
C -1.23 -3.35 -4.64
H 4.69 -3.74 -1.26
C 1.62 -3.73 -0.97
O -1.59 -4.06 0.55
N 4.99 4.36 -1.54
H -3.10 -2.17 -0.51
H 4.90 14.14 -3.67
F -0.10 1.96 -0.73
F -1.08 0.64 -3.17
C -8.36 -0.41 3.43
C -6.19 3.46 -3.64
H -10.16 -2.51 1.63
H 4.63 7.34 -0.26
F 0.39 0.56 -5.17
C 3.44 13.21 -4.88
H -3.98 -3.54 0.72
C -1.51 -3.24 -2.28
C 2.38 13.74 -5.57
H 2.47 -6.15 0.49
C 0.96 -2.79 1.25
C 0.02 1.39 -2.99
H 3.66 -4.67 5.65
C -1.43 -2.84 1.24
C -3.98 -3.16 1.74
H 0.50 -5.43 1.90
H 6.25 11.37 -5.00
F 1.11 2.54 -4.78
C 2.39 15.15 -5.35
N -7.77 -1.62 3.65
H 2.47 -8.88 9.14
N -4.11 2.67 -3.65
C 5.65 11.13 -2.86
F 1.80 1.95 -1.61
O 1.76 -0.07 0.40
H -6.97 -1.77 4.24
H 1.96 -4.84 7.66
C -5.56 3.82 -2.42
Br -0.96 -0.06 1.50
C -4.28 3.32 -2.45
C 2.49 -6.66 8.83
H 0.97 -4.53 -1.32
H 0.37 -7.85 2.38
C 1.49 -8.05 7.38
H 0.07 -6.38 0.40
H 3.78 12.20 -4.78
H 1.97 -3.25 -1.88
C 2.26 -2.51 3.31
H 3.31 -4.88 -2.47
H -2.04 -5.29 2.25
S -4.85 -3.47 4.32
C 5.35 8.91 -3.08
C -5.27 2.75 -4.37
C 2.20 -8.02 8.55
C 5.48 5.62 -1.31
C 4.54 6.32 -0.60
C 3.74 4.25 -0.98
C -2.59 -2.68 2.23
H 5.15 7.86 -2.97
N 0.86 -2.81 -0.12
H -3.48 3.38 -1.73
H 4.37 -3.26 4.84
N 2.84 -5.23 0.72
C 3.45 15.42 -4.52
C 3.44 5.45 -0.39
H -2.15 0.65 -1.00
N 2.10 -2.61 1.86
H 1.65 -4.45 4.18
H 2.52 5.68 0.14
F 2.20 0.85 -3.99
H 3.04 -6.28 9.68
H -2.35 -3.31 3.09
H -4.25 -4.35 5.15
C -0.03 -1.83 -0.74
N 4.08 -3.53 -0.48
H 2.46 -6.06 -1.69
H -1.37 -7.85 1.89
H -5.99 4.39 -1.61
H -5.67 -4.31 2.27
H -4.06 0.07 0.98
C -0.25 -6.02 1.38
Cl 2.68 -2.56 6.32
C -0.53 -7.26 2.25
C -9.45 -2.00 2.27
N -2.52 -1.37 -0.31
N 5.76 9.43 -4.28
H -3.27 2.22 -3.94
H 4.62 -3.66 0.36
H -7.19 3.69 -3.94
H 1.02 -1.32 -3.28
C 1.96 -5.90 7.83
C 2.93 -4.43 -0.49
C 0.18 -2.00 -3.27
C 3.44 -3.71 5.18
C -1.88 -3.73 -3.49
H 3.14 -4.48 3.24
H -10.08 0.15 2.20
H 2.93 -2.52 1.29
C -4.66 -4.20 2.66
N 3.23 -5.40 -1.60
H -0.13 -3.51 2.78
H -0.79 -6.89 3.25
H -4.65 -2.30 1.74
H 6.45 5.91 -1.67
C -9.41 -0.61 2.57
H -2.71 -4.43 -3.57
C -2.93 -0.09 -0.84
C -0.48 -2.35 -2.11
H -3.38 -0.26 -1.82
H 0.36 -2.17 -5.38
O 2.31 -0.81 -1.69
H -5.34 2.29 -5.35
C 0.98 1.33 -4.24
C 2.55 -3.89 3.94
H 3.18 3.33 -1.05
C -1.26 -1.62 0.26
H 1.70 15.87 -5.74
H 5.00 9.85 -1.14
H 1.44 -1.98 3.77
H -2.10 -3.59 -1.45
H 1.08 -8.87 6.82
C -8.43 -2.60 2.96
N 1.35 -6.76 6.94
H -1.50 -3.70 -5.62
H -5.05 0.37 -0.45
H -2.73 -1.69 2.65
H -2.21 -5.97 0.67
H 3.15 -1.90 3.46
H 0.86 -6.48 6.11
H -7.99 0.49 3.89
H 5.70 12.12 -2.45
N -0.17 -2.85 2.02
N 4.08 14.24 -4.25
C -1.60 -5.28 1.25
H -3.86 1.60 0.16
H -4.13 -5.14 2.66
H 5.90 8.90 -5.12
H 3.81 16.35 -4.11
C 0.65 1.24 -1.57
H 5.46 3.64 -2.04
F -0.47 2.66 -3.01
C -4.08 0.54 0.00
```



Q: Which value of calculated total energy does entry 2 give?
A: -5951.74535 Eh



Q: Which of these has the highest calculated total energy?
A: C50H67FN5S3SbTi



Q: Which of these has the lowest calculated total energy?
A: C50H71BrClF7N13O3S2



Q: Among the records above, which one has the highest calculated total energy?
A: C50H67FN5S3SbTi